Entry 1:
Molecular formula: C35H36BN9OPS4Tc
Method: DFT, wB97M-V/def2-TZVPD

Properties
E_HOMO = -13.227 eV
E_LUMO = -0.2764 Eh

ORCA input file:
```
! wB97M-V def2-TZVPD RIJCOSX def2/J DEFGRID3
* xyz 2 1
Tc -0.1880 0.1877 -0.3697
S -2.5238 -2.3096 -3.6862
S -0.6467 0.3161 -2.7936
S -1.5629 -0.7522 -4.1299
S -2.0105 -1.1568 0.6170
P 0.4848 -2.1253 -0.7543
O 2.4841 1.5350 0.5282
N 0.1110 3.2313 0.0234
N 2.0733 0.3150 0.0207
N 0.3885 2.2144 -0.8653
N -2.1277 1.3167 -0.2926
N -0.3059 1.8946 2.1303
N -1.2279 4.1805 2.0200
N -2.1564 2.4255 0.5011
N 0.0897 0.6652 1.7057
N -0.4382 5.2880 2.0757
C -0.5742 -3.1880 0.3043
C 1.3746 4.0953 -1.5695
C 0.6501 0.0550 2.7557
C 0.6784 4.3695 -0.4177
C -2.9239 -3.6381 0.9243
C 3.1202 -0.4084 -0.0363
C 1.3080 -1.2741 2.7001
C -1.9832 -2.9682 0.0381
C 1.9438 1.9638 -2.8485
C 0.5185 -4.2341 -4.8434
C 0.3401 -2.9293 -2.3844
C -4.1184 2.3393 -0.4918
C 4.5559 -2.3310 -0.2606
C -2.1796 4.2345 2.9948
C -2.4999 -4.4378 1.9424
C -0.3442 -4.1229 -2.5987
C -0.1656 -3.9944 1.3379
C -0.9083 6.0361 3.0571
C -3.3258 3.0627 0.3623
C -3.8248 0.2074 -1.8164
C -0.2526 -4.7724 -3.8259
C 2.4414 -4.0736 -0.5889
C 3.7354 -4.5630 -0.5306
C 2.1813 -2.7083 -0.4642
C 1.2225 -3.0540 -4.6278
C -0.2902 7.3552 3.3856
C -1.1239 -4.6202 2.1319
C -2.0154 5.4071 3.6754
C 3.2506 -1.8311 -0.2967
C 1.1432 -2.4147 -3.4003
C -0.0021 2.0438 3.4310
C 0.5929 0.8890 3.8731
C -3.3431 1.2563 -0.8885
C 4.8008 -3.6857 -0.3796
C 1.1984 2.7348 -1.8073
B -0.8897 2.9780 1.1807
H 0.9085 -1.9340 3.4720
H -0.7889 -5.6998 -3.9804
H 0.5836 -4.7378 -5.7993
H 1.1747 -1.7432 1.7371
H 0.7784 7.2468 3.5689
H 0.5462 5.2744 0.1518
H -2.8840 3.4275 3.1438
H -4.8888 0.0419 -1.6449
H 5.3817 -1.6418 -0.1262
H -5.1285 2.5561 -0.8001
H -3.2075 -4.9247 2.6001
H -3.7144 0.5366 -2.8498
H 2.3811 -1.1688 2.8755
H 1.4746 2.0457 -3.8284
H 2.9480 2.3808 -2.9253
H -3.3028 -0.7309 -1.6775
H -2.6046 5.7718 4.5022
H 1.9767 4.7784 -2.1473
H -3.9815 -3.4671 0.7561
H 1.6831 2.0383 0.7276
H 0.8821 -4.1316 1.5689
H 0.9640 0.6802 4.8637
H 3.9125 -5.6273 -0.6197
H 2.0390 0.9097 -2.5930
H -2.2860 -2.9713 -1.0115
H -0.7490 7.7843 4.2741
H -0.7860 -5.2510 2.9479
H -0.2223 2.9649 3.9471
H 1.6299 -4.7689 -0.7605
H -3.5117 3.9905 0.8760
H -0.4211 8.0591 2.5634
H -0.9441 -4.5791 -1.8179
H 5.8168 -4.0578 -0.3503
H 4.0373 0.0949 0.2554
H 1.8472 -2.6414 -5.4102
H 1.7210 -1.5102 -3.2375
*
```

Entry 2:
Molecular formula: C35H36BrCoN11O2Si
Method: DFT, wB97M-V/def2-TZVPD

Properties
E_HOMO = -10.600 eV
Energy relative to the best compared isomer or geometry (same formula, charge and spin) = 0.0 kJ/mol
E_LUMO = -0.1211 Eh

ORCA input file:
```
! wB97M-V def2-TZVPD RIJCOSX def2/J DEFGRID3
* xyz 1 1
Br -8.4975 1.4611 -2.2186
Co -0.4353 -0.0401 0.2655
Si 0.0638 2.3756 -2.2099
O -2.1219 -0.1946 -0.5518
O -1.8843 -0.2240 -2.7797
N 3.0849 0.7792 2.6355
N -1.2872 1.3719 1.2859
N 0.5015 -1.2105 -1.0019
N 3.8441 -0.3971 4.4449
N 4.8922 -2.9001 2.4566
N 3.8172 -2.5532 0.3615
N 1.9602 -1.1682 3.4019
N -0.1431 1.7007 -0.5720
N 2.2616 1.9147 0.8378
N 1.1412 0.0042 1.5096
N -0.8903 -1.6258 1.3519
C -1.2737 -3.8300 2.9587
C 5.9935 -1.6887 0.7304
C 4.9207 -1.3827 -1.4805
C -2.1898 -3.5088 1.9705
C -5.9790 0.5951 -3.2072
C -2.0887 1.6477 2.3206
C -0.0103 -1.9267 2.3080
C 1.8739 -2.7554 -2.8220
C -2.5669 2.9336 2.4762
C -2.4057 0.5527 3.2917
C 4.8832 -1.8758 -0.0878
C 2.1660 0.8930 1.6781
C -0.1632 -3.0192 3.1397
C -6.6777 0.9725 -2.0700
C -2.1990 3.9148 1.5532
C 1.2441 3.8257 -2.0179
C 0.5343 -3.0017 -2.5544
C -1.3830 3.6172 0.4858
C -6.0668 1.0039 -0.8261
C 3.8884 -3.0338 1.5958
C -0.1232 -2.2076 -1.6355
C 1.7853 -0.9872 -1.2517
C -0.9437 2.2929 0.3577
C 1.1180 -0.9813 2.4253
C 0.8469 1.1479 -3.3646
C -4.0174 0.2578 -1.8511
C -1.5554 3.0116 -2.9003
C 2.5264 -1.7390 -2.1364
C 5.9438 -2.2197 2.0068
C -4.6449 0.2421 -3.0916
C -4.7328 0.6437 -0.7223
C -2.5607 -0.1026 -1.7712
C 2.9556 -0.2502 3.4645
C -1.9672 -2.3889 1.1855
C 3.9359 -1.3824 -2.3795
H 3.0323 -3.6051 1.9415
H 2.4094 -3.3519 -3.5496
H -3.0725 -4.1091 1.8036
H -4.0708 -0.0470 -3.9616
H 2.2199 3.5067 -1.6405
H 1.8579 0.8672 -3.0652
H -1.4250 -4.6972 3.5871
H 1.4195 4.2926 -2.9902
H -2.6631 -2.0570 0.4256
H -4.2341 0.6736 0.2379
H -2.3954 2.3555 -2.6727
H -1.0909 4.3690 -0.2316
H -3.2120 3.1690 3.3100
H -1.8073 4.0137 -2.5500
H 3.8113 -1.2187 5.0225
H 6.7757 -2.1016 2.6921
H 0.2263 0.2616 -3.4709
H -6.6288 1.3098 0.0453
H 0.9281 1.6291 -4.3439
H 5.8947 -1.0377 -1.8077
H 0.5758 -3.2043 3.9055
H -1.5190 0.2879 3.8730
H -1.1694 -2.3438 -1.4136
H -2.7537 -0.3404 2.7745
H 4.5951 0.2639 4.5342
H 0.8588 4.6004 -1.3510
H 1.4785 2.0917 0.2023
H -3.1789 0.8728 3.9864
H 2.9913 2.5856 1.0069
H -0.0080 -3.7869 -3.0603
H -1.4739 3.0600 -3.9888
H -6.4736 0.5832 -4.1681
H 6.8663 -1.1570 0.3775
H -2.5600 4.9271 1.6822
H 2.2438 -0.1525 -0.7452
H 4.1775 -1.0744 -3.3921
*
```

Entry 3:
Molecular formula: C35H36CaN4O2Si
Method: DFT, wB97M-V/def2-TZVPD

Properties
E_HOMO = -1.408 eV
Energy relative to the best compared isomer or geometry (same formula, charge and spin) = 0.0 kJ/mol
E_LUMO = 0.1642 Eh

ORCA input file:
```
! wB97M-V def2-TZVPD RIJCOSX def2/J DEFGRID3
* xyz -2 1
Ca 0.3532 -0.8377 0.4671
Si -0.0644 1.8331 -2.3431
O -0.5297 -3.4475 4.0336
O -1.7811 -4.6239 1.7385
N -0.4166 -2.7200 1.8089
N -1.0490 0.8100 -1.4401
N 1.9071 -1.4338 2.4663
N -0.9065 -2.4740 -0.8922
C -2.4836 3.3731 3.1683
C 1.2898 2.5474 -1.2642
C 2.3809 -0.9805 -0.9750
C 1.1033 -1.8419 3.4522
C 6.1949 -2.5403 -3.6760
C -0.5378 3.1894 4.7389
C 2.2716 -0.5237 5.0548
C -0.9060 3.3332 -3.1395
C 3.1019 -0.0883 4.0335
C 1.2648 -1.4255 4.7658
C 2.8843 -0.5780 2.7574
C -1.2612 -2.1721 -2.1431
C -4.3790 -0.3015 -0.3426
C -3.3303 -3.3221 -1.9230
C -2.3728 0.5956 -1.4583
C -1.7432 -3.2083 -0.1494
C 6.0093 -0.2107 -4.1998
C -2.4641 -2.5708 -2.6987
C 4.4464 -1.2148 -2.6351
C -0.1775 0.9655 2.0117
C -3.0259 -0.0384 -0.3583
C 5.1073 -2.4367 -2.8221
C -0.0558 -2.7926 3.1169
C 3.3312 -1.0931 -1.7459
C 0.8359 0.9623 -3.7518
C -5.2033 0.0418 -1.4173
C -0.7802 1.6272 2.8518
C -2.9597 -3.6628 -0.6352
C 6.6569 -1.4284 -4.3708
C 4.9196 -0.1048 -3.3494
C -1.5207 2.4005 3.8631
C -4.6055 0.6686 -2.5072
C -2.3251 1.4401 4.7509
C -3.2463 0.9357 -2.5367
C -1.3139 -3.5941 1.2749
H -2.7202 -2.2665 -3.7042
H -3.1709 2.8252 2.5225
H -2.4251 -0.2819 0.5124
H 3.5002 -0.2719 1.9180
H -4.8058 -0.7835 0.5322
H -1.9275 4.0722 2.5415
H 1.4769 1.6625 -4.3006
H 0.5849 -1.8080 5.5137
H -6.2675 -0.1599 -1.3973
H -4.2915 -3.6295 -2.3179
H 6.3552 0.6667 -4.7347
H 6.6863 -3.4987 -3.8006
H -1.6596 0.7181 5.2275
H 2.4053 -0.1561 6.0660
H 2.0173 3.1059 -1.8650
H -2.8191 1.4117 -3.4119
H 0.1605 2.5075 5.2277
H 0.0418 3.8826 4.1267
H -3.5840 -4.2602 0.0143
H -2.8683 1.9922 5.5273
H -0.1461 4.0639 -3.4366
H 1.4720 0.1716 -3.3431
H -1.5923 3.8159 -2.4368
H -5.2140 0.9570 -3.3609
H -1.4863 3.0655 -4.0269
H 0.1382 0.5085 -4.4648
H 7.5094 -1.5096 -5.0347
H 0.8751 3.2098 -0.4988
H 4.4071 0.8405 -3.2224
H -3.0625 3.9410 3.9067
H -0.5552 -1.5670 -2.6981
H 4.7478 -3.3015 -2.2798
H -3.0422 0.8812 4.1480
H 3.8906 0.6311 4.2112
H -1.0744 3.7594 5.5070
H 1.8250 1.7468 -0.7474
*
```

Entry 4:
Molecular formula: C35H36Cl2GeNOsP2Te
Method: DFT, wB97M-V/def2-TZVPD

Properties
E_HOMO = -9.536 eV
Energy relative to the best compared isomer or geometry (same formula, charge and spin) = 0.0 kJ/mol
E_LUMO = -0.0997 Eh

ORCA input file:
```
! wB97M-V def2-TZVPD RIJCOSX def2/J DEFGRID3
* xyz 1 1
Os -0.1170 0.7699 0.4757
Te 2.7810 1.8614 1.5884
Ge 1.1046 3.4703 -0.7595
Cl -2.3002 1.5453 0.8306
Cl -1.9834 -0.8797 -0.5941
P 0.6241 -0.4173 2.1374
P 2.6481 -0.5440 -0.3600
N 3.8376 2.0212 6.3320
C -3.1874 0.0749 0.2864
C 2.0208 -2.2240 -0.6963
C 0.4495 -0.1601 6.2250
C 2.8684 3.3107 -1.5720
C 0.3187 -3.5528 -1.7863
C 5.0448 -1.2428 1.0190
C 6.6449 -0.7146 -1.1878
C 0.9618 -4.7127 -1.3779
C 2.2178 -0.1604 1.4292
C 2.3329 2.6950 4.5900
C 4.5783 1.4019 5.4140
C 6.4175 -1.4276 1.0972
C 0.8590 -2.3179 -1.4600
C -0.2034 2.5927 -1.9415
C -0.0160 -4.9212 2.7592
C -0.4457 1.3056 4.0483
C -0.3159 0.9826 6.4246
C 5.2702 -0.5307 -1.2638
C 3.1002 2.0270 3.6583
C 4.4589 -0.8023 -0.1651
C 2.7481 2.6589 5.9164
C 2.1471 -4.6307 -0.6601
C 1.2677 -4.3981 2.8093
C 0.8707 2.5241 1.0111
C 7.2186 -1.1648 -0.0079
C 0.7521 -0.5783 4.9399
C 2.6749 -3.3942 -0.3192
C -0.8858 -2.7373 2.2750
C 0.3162 0.1596 3.8377
C 4.2626 1.3862 4.0627
C -0.7718 1.7094 5.3360
C 0.4021 -2.2073 2.3164
C 0.6132 5.3380 -0.5005
C 1.4784 -3.0455 2.5848
C -1.0958 -4.0897 2.4922
H 3.6758 3.6187 -0.9082
H 5.4700 0.8999 5.7709
H 2.6634 -5.5349 -0.3636
H 8.2899 -1.3053 0.0547
H 0.7984 -0.7344 7.0730
H 0.0377 1.5350 -2.1001
H -0.3909 5.4190 -0.0831
H 7.2675 -0.4995 -2.0464
H -0.5647 1.2979 7.4297
H 1.3262 -1.4845 4.7946
H 1.4318 3.2294 4.3233
H -0.5843 -3.6120 -2.3813
H -1.7311 -2.0853 2.0878
H 0.5528 -5.6797 -1.6402
H -1.3782 2.5936 5.4873
H 0.4383 3.2625 1.6937
H 6.8658 -1.7782 2.0187
H -0.1775 -5.9778 2.9283
H 3.0507 2.2840 -1.8918
H 4.4160 -1.4197 1.8861
H 0.6335 5.8683 -1.4532
H 3.6007 -3.3420 0.2392
H 0.4052 -1.4066 -1.8357
H 4.8210 -0.1745 -2.1847
H 2.1650 3.1685 6.6750
H 1.3101 5.8346 0.1755
H -3.5099 -0.4636 1.1702
H 2.1097 -5.0456 3.0182
H 2.4796 -2.6336 2.6158
H -0.8059 1.8653 3.1962
H -0.1661 3.0697 -2.9229
H 4.9116 0.8685 3.3644
H -2.0984 -4.4955 2.4572
H -4.0098 0.3618 -0.3587
H -1.2275 2.6901 -1.5787
H 2.8864 3.9614 -2.4480
*
```

Q: Look up the E_LUMO of the first one.
A: -0.2764 Eh

Q: Which value of E_HOMO does entry 4 give?
A: -9.536 eV

Q: What is the formula in the fourth record?
A: C35H36Cl2GeNOsP2Te